Record 1
This record from OMol25 describes a structure of composition C43H65KN5PSbTe at a distorted geometry. The level of theory is the ωB97M-V functional and the def2-TZVPD basis.

```
117
Properties=species:S:1:pos:R:3:forces:R:3
K -0.0472 1.5690 0.3250 0.514 -0.518 -0.906
C 2.0845 0.3647 4.4304 0.032 -0.101 0.043
C 2.0107 0.8450 3.1047 0.125 0.615 0.099
N 1.1095 1.6975 2.6828 0.341 -0.138 0.390
C 0.1644 2.1211 3.5648 -0.106 0.097 0.465
C 0.1473 1.6961 4.9191 0.141 0.019 -0.225
C 1.1550 0.7863 5.3268 -0.022 0.045 -0.051
C -0.8155 2.1961 5.8164 -0.165 0.097 0.148
C -1.7319 3.1199 5.3766 0.163 -0.184 0.153
C -1.7249 3.5628 4.0528 0.073 -0.017 -0.130
C -0.8083 3.0807 3.1141 -0.360 0.267 0.060
N -0.8642 3.3747 1.7896 -0.134 0.283 0.027
C -1.2234 4.5633 1.2977 0.119 0.186 0.411
C -1.0452 5.7970 1.9554 -0.005 -0.232 -0.017
C -1.3713 7.0091 1.3598 -0.105 0.074 -0.281
C -1.9078 7.0751 0.0905 0.047 0.237 0.193
C -2.1272 5.8806 -0.6172 0.018 -0.324 0.015
C -2.7167 5.8554 -1.9015 0.032 -0.079 -0.012
C -2.9545 4.6627 -2.5268 -0.057 0.183 -0.053
C -2.5725 3.4802 -1.8758 0.106 -0.116 0.234
N -1.9885 3.4576 -0.6990 -0.112 -0.163 -0.186
C -1.7789 4.6206 -0.0424 -0.079 0.453 -0.064
H 2.8620 -0.3378 4.7023 -0.006 -0.006 -0.038
H 2.7870 0.5873 2.3999 -0.007 -0.237 -0.088
H 1.1726 0.4507 6.3579 -0.007 -0.026 -0.009
H -0.8091 1.8511 6.8441 -0.012 0.003 -0.016
H -2.4708 3.5091 6.0683 -0.025 0.016 -0.036
H -2.4680 4.2786 3.7241 0.004 -0.002 -0.012
H -0.6075 5.7786 2.9451 -0.041 0.039 0.015
H -1.1969 7.9291 1.9077 0.011 -0.013 0.017
H -2.1729 8.0239 -0.3604 0.000 -0.018 -0.010
H -2.9821 6.7972 -2.3690 -0.026 -0.013 -0.021
H -3.4256 4.6231 -3.5011 0.005 -0.026 0.000
H -2.7476 2.5120 -2.3363 -0.016 0.033 -0.057
C 1.2340 -4.2618 -1.6153 0.128 0.095 -0.043
C 1.7408 -3.3722 -2.7552 -0.054 -0.140 0.036
C 3.2380 -3.1197 -2.5964 -0.119 0.035 0.007
C 1.4778 -4.0449 -4.1018 -0.023 0.093 0.016
N 1.0231 -2.0789 -2.8163 0.059 0.072 -0.090
N 1.2375 -1.1595 -1.7485 0.164 -0.035 0.072
H 1.7868 -5.2039 -1.5837 -0.012 -0.022 -0.005
H 0.1730 -4.4888 -1.7529 -0.010 -0.013 0.011
H 1.3564 -3.7679 -0.6476 -0.043 -0.056 -0.004
H 3.7923 -4.0406 -2.7842 -0.004 -0.009 -0.003
H 3.4743 -2.7934 -1.5846 0.030 -0.024 -0.116
H 3.5734 -2.3596 -3.3068 0.015 -0.012 -0.010
H 1.9682 -5.0187 -4.1505 -0.022 -0.011 0.018
H 1.8533 -3.4173 -4.9123 0.002 -0.023 -0.017
H 0.4056 -4.1950 -4.2548 -0.004 -0.007 -0.008
H 0.0257 -2.2703 -2.8117 -0.031 0.039 -0.080
H 2.1693 -0.7755 -1.8526 0.013 0.022 -0.067
H 1.2053 -1.6039 -0.8250 -0.012 -0.023 0.051
C -0.0136 0.3931 -6.9168 0.080 0.010 0.061
C 0.5380 0.0989 -5.5269 -0.160 0.030 0.122
Sb -0.7223 0.6249 -3.8085 -0.175 0.223 -0.467
C -2.3995 1.5220 -4.9185 0.085 -0.113 0.150
C -3.7080 0.8070 -4.5776 0.092 0.074 -0.003
C 0.3536 2.4805 -3.4388 -0.049 -0.185 -0.004
C 0.4585 3.4175 -4.6359 0.012 -0.039 0.109
H 0.7111 0.1063 -7.6848 -0.035 -0.015 -0.014
H -0.2316 1.4537 -7.0542 -0.034 -0.020 -0.020
H -0.9324 -0.1656 -7.1063 -0.017 0.036 -0.029
H 1.4766 0.6362 -5.3684 0.010 -0.061 0.038
H 0.7493 -0.9633 -5.4179 0.066 -0.010 0.073
H -2.2198 1.4797 -5.9928 0.064 0.061 0.032
H -2.4614 2.5741 -4.6339 0.045 0.003 -0.050
H -3.6863 -0.2356 -4.9029 -0.018 -0.005 0.012
H -4.5631 1.2913 -5.0569 -0.034 -0.045 0.017
H -3.8868 0.8012 -3.4992 -0.051 -0.018 -0.018
H 1.3476 2.1717 -3.1019 -0.018 -0.008 0.023
H -0.1424 2.9776 -2.6047 0.079 0.022 0.026
H 0.8660 2.9033 -5.5084 -0.001 0.047 -0.027
H 1.1137 4.2631 -4.4095 -0.024 0.021 -0.044
H -0.5198 3.8207 -4.9017 0.011 0.000 -0.052
C 6.3706 -5.2638 3.6770 -0.042 0.042 0.001
C 5.1659 -4.4580 3.2661 -0.017 0.003 0.003
C 5.2258 -3.5228 2.2458 0.040 -0.080 0.092
C 4.1054 -2.8012 1.8404 -0.090 0.114 -0.104
C 4.2851 -1.7746 0.7534 -0.052 -0.018 0.033
C 2.8568 -3.0189 2.4488 0.170 -0.099 0.057
Te 1.0731 -2.0647 1.7960 0.074 -0.152 0.017
C 2.8071 -3.9331 3.5228 -0.162 0.047 0.043
C 1.5273 -4.1646 4.2798 0.053 -0.073 0.007
C 3.9441 -4.6311 3.9060 0.120 -0.028 -0.050
H 7.2252 -5.0450 3.0359 0.012 0.002 0.016
H 6.1649 -6.3345 3.6104 0.023 -0.008 0.002
H 6.6566 -5.0508 4.7099 0.026 -0.006 -0.007
H 6.1738 -3.3477 1.7446 -0.010 0.003 -0.020
H 5.2161 -1.9331 0.2051 -0.005 -0.034 0.006
H 4.3153 -0.7678 1.1771 -0.036 0.044 0.005
H 3.4422 -1.7957 0.0633 0.053 0.068 0.076
H 0.7448 -4.5320 3.6133 -0.034 0.049 0.004
H 1.1637 -3.2250 4.7015 -0.071 -0.019 -0.025
H 1.6692 -4.8856 5.0881 0.059 0.011 -0.016
H 3.8791 -5.3458 4.7222 -0.054 0.018 0.011
C -3.4229 -2.6853 -0.4898 0.117 0.041 0.002
C -2.1535 -1.8516 -0.3355 -0.045 0.085 0.071
P -2.1186 -0.5808 1.0175 -0.745 -0.571 0.034
C -2.5375 -1.6414 2.4800 0.130 0.217 0.035
C -2.2692 -0.9213 3.8028 -0.069 -0.049 -0.060
C -3.7604 0.2477 0.7416 0.150 0.152 0.121
C -3.8844 1.5590 1.5231 -0.081 -0.077 -0.061
H -3.3065 -3.4008 -1.3077 -0.053 -0.010 0.005
H -4.2877 -2.0581 -0.7115 -0.025 -0.038 -0.002
H -3.6328 -3.2521 0.4184 -0.037 -0.003 -0.011
H -1.9370 -1.3112 -1.2640 0.044 -0.039 -0.001
H -1.2963 -2.5020 -0.1348 0.038 0.030 -0.055
H -1.8884 -2.5162 2.4109 0.001 -0.034 -0.005
H -3.5785 -1.9693 2.4136 0.006 -0.040 -0.010
H -1.2697 -0.4885 3.7921 0.056 -0.006 0.063
H -2.3265 -1.6158 4.6440 -0.020 0.019 0.009
H -2.9845 -0.1152 3.9792 0.045 -0.007 0.023
H -4.5639 -0.4370 1.0253 -0.023 -0.040 -0.121
H -3.8453 0.4482 -0.3321 -0.045 -0.005 -0.001
H -3.7323 1.4056 2.5928 -0.023 0.017 -0.018
H -4.8742 2.0016 1.3816 0.013 0.001 0.023
H -3.1387 2.2753 1.1855 0.059 0.052 0.044
```
Forces are in eV/Å.

Summary:
- total energy (Ha) = -3400.91147
- multiplicity = 1
- Kohn-Sham gap (eV) = 5.76
- relative energy (zero: lowest compared OMol25 entry of this formula, charge and spin) (kcal/mol) = 25.4
- HOMO level (eV) = -3.56
- charge = -1

Record 2
This record from OMol25 describes the ion C23H33N4O4 with charge +1 at a distorted geometry. The level of theory is the ωB97M-V functional and the def2-TZVPD basis.

```
64
Properties=species:S:1:pos:R:3:forces:R:3
C -1.6589 1.3650 -3.0366 0.167 0.023 0.009
C -0.2601 0.8159 -3.2956 -0.250 -0.119 -0.029
C -0.2475 -0.5914 -3.8872 0.426 0.701 -0.353
N -0.7222 -1.6342 -2.9273 -0.153 0.166 0.380
C -2.1139 -2.0663 -3.2464 -0.744 -0.266 0.149
C -2.8110 -2.7943 -2.1004 0.004 0.025 -0.089
C -4.2807 -3.0152 -2.4452 0.190 0.003 0.032
C 0.1919 -2.8071 -2.8923 0.560 -0.470 0.066
C 1.5855 -2.5471 -2.3115 -0.057 -0.091 0.314
C 1.6652 -2.7057 -0.7834 0.300 0.104 -0.371
N 0.9069 -1.6893 -0.1078 -0.467 -0.411 0.178
C 1.3181 -0.4420 0.2248 -0.331 0.180 0.055
C 2.6774 -0.0973 0.3283 -0.031 -0.093 -0.058
C 3.0698 1.1349 0.7883 -0.288 0.223 0.048
C 2.1322 2.0950 1.1939 0.030 -0.121 -0.364
C 2.6245 3.4360 1.6525 -0.043 -0.165 -0.236
O 3.5238 3.9995 1.0656 0.171 -0.035 -0.032
N 1.9849 3.9893 2.7099 0.035 0.587 0.239
C 1.0322 3.3953 3.5575 -0.409 -0.138 0.389
C -0.0630 4.1346 3.9795 0.235 -0.006 -0.191
C -1.0188 3.5342 4.7839 0.059 -0.147 0.064
C -0.8935 2.2142 5.1600 0.052 -0.163 0.024
C 0.2229 1.4745 4.7621 -0.096 0.168 -0.083
O 0.2679 0.1846 5.1842 -0.265 0.254 0.083
C 1.4051 -0.5882 4.8887 0.203 -0.137 -0.055
C 1.1946 2.0751 3.9722 0.083 -0.159 0.239
C 0.7943 1.8181 1.0392 0.098 -0.144 -0.154
C 0.3755 0.5792 0.5331 1.411 0.396 0.297
N -0.9967 0.4397 0.2772 -0.915 0.123 -0.225
O -1.3686 -0.5263 -0.4274 -0.486 0.033 0.240
O -1.7802 1.2654 0.6776 0.039 -0.156 -0.045
H -2.1916 0.7954 -2.2799 -0.112 -0.030 0.080
H -1.5889 2.3909 -2.6859 -0.059 0.088 0.049
H -2.2450 1.3674 -3.9523 -0.104 0.015 -0.110
H 0.2456 1.4700 -4.0076 0.097 -0.079 0.008
H 0.3296 0.8321 -2.3753 0.116 -0.007 0.017
H -0.8790 -0.6250 -4.7767 -0.013 -0.159 0.076
H 0.7682 -0.8374 -4.1982 -0.107 -0.119 0.060
H -0.7842 -1.1992 -1.9783 0.228 -0.133 -0.398
H -2.0817 -2.6955 -4.1392 0.119 0.123 -0.026
H -2.6920 -1.1703 -3.4734 0.160 0.033 -0.077
H -2.3510 -3.7644 -1.9075 0.080 0.014 0.041
H -2.7428 -2.1884 -1.1964 0.037 -0.061 0.027
H -4.7756 -3.5460 -1.6379 -0.081 -0.045 0.035
H -4.7905 -2.0666 -2.5895 -0.098 0.099 -0.030
H -4.3812 -3.6049 -3.3528 -0.078 -0.070 -0.102
H -0.2889 -3.5939 -2.3096 -0.085 0.057 -0.096
H 0.2844 -3.1617 -3.9220 -0.153 0.092 0.066
H 2.2693 -3.2711 -2.7551 -0.002 0.019 -0.128
H 1.9461 -1.5527 -2.5773 0.083 0.025 -0.072
H 1.2669 -3.6790 -0.4884 0.083 0.024 0.023
H 2.7107 -2.6703 -0.4772 -0.064 -0.111 0.029
H -0.0864 -1.8626 -0.0267 0.344 0.142 0.013
H 3.4306 -0.8181 0.0578 0.069 -0.099 -0.002
H 4.1183 1.3827 0.8529 0.121 0.013 -0.014
H 2.2306 4.9533 2.9004 0.050 -0.131 -0.107
H -0.1687 5.1639 3.6743 -0.020 0.118 -0.078
H -1.8738 4.1041 5.1115 -0.092 0.050 0.040
H -1.6351 1.7324 5.7753 -0.106 -0.061 0.091
H 1.5366 -0.7171 3.8074 -0.002 0.021 0.032
H 2.3125 -0.1489 5.3135 -0.021 -0.001 -0.025
H 1.2282 -1.5590 5.3484 0.062 0.050 -0.058
H 2.0861 1.5428 3.6819 0.022 -0.071 0.050
H 0.0351 2.5510 1.2662 -0.004 0.032 0.068
```
Forces are in eV/Å.

Summary:
- total energy (Ha) = -1415.91638
- multiplicity = 1
- Kohn-Sham gap (eV) = 6.75
- relative energy (zero: lowest compared OMol25 entry of this formula, charge and spin) (kcal/mol) = 3.3
- HOMO level (eV) = -10.54
- charge = +1
- SMILES = CCC[NH+](CCC)CCCNc1ccc(C(=O)Nc2cccc(OC)c2)cc1[N+](=O)[O-]

Record 3
This record from OMol25 describes a cluster of 2 separate species, C12H14O2 in total at a distorted geometry. The level of theory is the ωB97M-V functional and the def2-TZVPD basis.

```
28
Properties=species:S:1:pos:R:3:forces:R:3
C -1.0782 2.6972 1.7153 0.411 -0.698 -0.204
C -1.0636 1.7243 1.0027 -0.836 1.547 -0.670
C -1.3877 0.7506 -0.0635 0.942 -0.388 -0.368
C -2.9448 0.8217 -0.3301 1.896 0.579 1.359
O -0.5881 0.9542 -1.3085 -0.915 -0.661 1.902
C -1.1371 -0.6307 0.5558 -0.362 -2.601 -0.834
C -1.1403 -1.8679 -0.4359 1.017 0.511 0.697
O -1.0632 -0.8717 1.7432 -0.176 0.796 -0.892
H -0.9615 3.5013 2.3986 -0.057 0.066 0.074
H -3.3673 -0.1052 -0.6764 0.005 -0.227 -0.525
H -3.2837 0.9982 0.7095 -0.505 0.152 -0.853
H -3.0613 1.6796 -0.9880 -0.519 -0.107 0.043
H 0.3480 0.7254 -1.0850 -0.954 0.344 -0.190
H -1.9383 -2.5421 -0.1119 0.571 -0.223 0.366
H -0.0963 -2.3124 -0.4696 -1.404 0.222 0.519
H -1.3602 -1.6695 -1.4622 -0.166 0.783 -0.666
C 3.0518 -0.6097 -1.2032 -0.645 0.598 1.436
C 2.6695 -1.4565 -0.1627 -0.621 -0.585 0.405
C 1.9006 -0.9428 0.8924 0.475 1.636 -1.832
C 1.4931 0.4016 0.8766 2.382 -0.517 -0.105
C 2.1403 1.2733 0.0007 0.752 1.238 -1.531
C 2.8874 0.7850 -1.0865 -1.730 -4.032 3.006
H 3.4867 -0.9974 -2.0783 0.716 -0.511 -0.869
H 2.8698 -2.5461 -0.1795 0.062 0.845 -0.110
H 1.5954 -1.4490 1.7499 -0.503 -1.468 0.911
H 0.8550 0.6984 1.6646 -0.255 0.644 0.567
H 2.1556 2.3791 -0.0018 -0.856 -0.677 0.662
H 3.3444 1.2634 -1.8370 1.277 2.735 -2.299
```
Forces are in eV/Å.

Summary:
- total energy (Ha) = -616.00671
- multiplicity = 1
- Kohn-Sham gap (eV) = 10.29
- relative energy (zero: lowest compared OMol25 entry of this formula, charge and spin) (kcal/mol) = 40.4
- HOMO level (eV) = -9.53
- SMILES = C#C[C@@](C)(O)C(C)=O.c1ccccc1

Record 4
This record from OMol25 describes a cluster of 2 separate species, C11H15NO in total at a distorted geometry. The level of theory is the ωB97M-V functional and the def2-TZVPD basis.

```
28
Properties=species:S:1:pos:R:3:forces:R:3
C 3.3639 0.5801 1.3900 0.579 -0.409 -0.588
C 0.6796 2.0824 1.0106 2.041 2.376 2.165
C 3.6680 1.7120 0.8510 0.651 -0.685 0.125
C -0.8252 -0.7174 -1.8442 0.323 0.015 0.537
C -1.4329 -0.5158 -0.6153 0.606 1.478 -3.472
C -0.4053 1.9293 -0.0510 -1.577 -2.480 3.697
C -0.5569 0.3997 0.1078 0.898 -0.779 1.647
C 0.3018 -0.1245 1.0278 -1.286 0.531 0.022
C -1.0924 -1.8211 -2.8746 -2.680 1.950 0.405
C -2.8275 -0.8302 -0.1333 -1.253 -3.030 -0.349
C 0.4865 -1.5225 1.5332 -2.359 0.380 -2.923
N 1.0488 0.8879 1.6162 -0.338 0.603 0.532
O 1.2943 3.1006 1.3413 -1.338 -0.288 -0.766
H 4.5246 1.8696 0.2368 0.886 -0.341 -0.221
H 3.1520 2.6080 1.0464 -1.158 1.014 0.153
H 0.2101 -0.2098 -1.9596 -1.813 -0.863 0.181
H -1.4255 2.3645 0.2664 1.795 -0.106 -0.416
H -0.0718 2.3166 -0.9550 0.430 0.521 -1.779
H -0.2859 -2.4229 -2.5916 0.813 -1.972 -0.138
H -2.1288 -2.1749 -2.5859 1.368 -0.440 -0.606
H -1.0803 -1.6140 -3.9808 0.170 0.249 1.264
H -3.5732 -0.0293 0.0935 1.196 -0.108 -0.207
H -3.3668 -1.4899 -0.9353 0.915 1.112 1.371
H -2.7895 -1.5150 0.7998 -0.019 1.167 -1.288
H 0.6193 -1.6099 2.5618 0.122 -0.071 1.734
H 1.3027 -1.9123 0.9987 1.465 -0.713 -0.363
H -0.3883 -2.1024 1.1391 0.638 0.265 0.795
H 1.5986 0.7614 2.5061 -1.074 0.626 -1.512
```
Forces are in eV/Å.

Summary:
- total energy (Ha) = -557.91156
- multiplicity = 1
- Kohn-Sham gap (eV) = 8.45
- relative energy (zero: lowest compared OMol25 entry of this formula, charge and spin) (kcal/mol) = 147.0
- HOMO level (eV) = -8.01

Record 5
This record from OMol25 describes a cluster of 2 separate species, C3H8BrFSi in total at a distorted geometry. The level of theory is the ωB97M-V functional and the def2-TZVPD basis.

```
14
Properties=species:S:1:pos:R:3:forces:R:3
C -2.4085 0.6972 0.4859 0.110 -0.421 -1.470
C 3.1535 1.2968 -1.4379 1.438 0.116 1.764
C -0.1299 -1.3774 1.0160 -0.069 0.442 -1.261
F -1.2777 -1.1253 -1.7511 -0.036 0.644 1.459
Si -0.9919 -0.2344 -0.3782 0.385 -0.688 -0.052
Br -1.1665 -3.0682 1.1665 0.538 0.416 -0.144
H -3.1746 1.3021 -0.0358 0.138 -1.061 0.112
H -2.6937 0.0783 1.3070 -1.080 -0.593 0.374
H -1.8466 1.4377 0.9645 1.253 1.425 0.859
H 4.0351 1.6727 -1.9624 -0.712 -0.176 -0.251
H 3.3204 1.1616 -0.3565 -0.140 0.389 -0.502
H 2.4175 0.6321 -1.7941 -0.593 -0.338 -1.009
H 0.9558 -1.5234 0.7623 -1.218 -0.393 0.244
H -0.1930 -0.9498 2.0138 -0.013 0.238 -0.123
```
Forces are in eV/Å.

Summary:
- total energy (Ha) = -3082.38748
- multiplicity = 1
- Kohn-Sham gap (alpha / beta) (eV) = 8.20 / 7.75
- relative energy (zero: lowest compared OMol25 entry of this formula, charge and spin) (kcal/mol) = 92.9
- HOMO level (alpha / beta) (eV) = -9.19 / -7.76

Record 6
This record from OMol25 describes a cluster of 2 separate species, C5H11NOS in total at a distorted geometry. The level of theory is the ωB97M-V functional and the def2-TZVPD basis.

```
19
Properties=species:S:1:pos:R:3:forces:R:3
O -1.1761 2.4190 1.0163 -0.461 -1.689 0.131
C -1.1368 1.2441 1.5765 0.741 3.790 0.607
C -1.0542 -0.1022 0.8105 2.292 1.329 1.460
C -1.0040 0.2235 -0.6603 0.110 -1.622 -1.032
C -0.8032 -1.0464 -1.4748 -1.263 2.149 0.318
S -0.1029 -2.4904 -0.9284 1.306 -1.818 -0.963
C 1.6838 -1.9417 -1.2363 -1.357 1.768 2.467
N 0.1294 0.4840 1.5436 0.875 0.375 -1.030
H -1.4481 1.2077 2.6269 -1.254 -0.352 -0.252
H -1.4147 -0.9983 1.2161 -1.051 -1.127 0.111
H -1.9644 0.7155 -0.9516 0.851 -0.328 -0.140
H -0.1735 0.9836 -0.7801 -0.804 -0.387 0.176
H -1.3073 -1.1836 -2.4438 -0.275 0.442 0.586
H 1.9364 2.3718 0.0872 -0.166 0.288 0.249
H 2.1904 -1.6713 -2.1335 -0.584 -0.554 -1.428
H 1.3361 -1.0044 -0.7606 2.040 0.059 0.073
H 2.3532 -2.4791 -0.5824 -0.132 -0.226 0.299
H 1.4536 2.7242 0.5487 0.216 -0.214 -0.337
H 0.5023 0.5440 2.5260 -1.083 -1.884 -1.297
```
Forces are in eV/Å.

Summary:
- total energy (Ha) = -724.96335
- multiplicity = 1
- Kohn-Sham gap (eV) = 4.46
- relative energy (zero: lowest compared OMol25 entry of this formula, charge and spin) (kcal/mol) = 226.9
- HOMO level (eV) = -7.49